Record 1
{"formula": "C2H4N2O4", "method": "ωB97M-V/def2-TZVPD", "elements": ["C", "C", "N", "N", "O", "O", "O", "O", "H", "H", "H", "H"], "positions_angstrom": [[-0.859, 0.341, 0.783], [1.099, -0.071, -1.045], [1.721, 0.195, 0.004], [-0.975, -0.593, -0.170], [-0.283, -0.323, -1.329], [-1.007, 1.526, 0.226], [-0.807, -1.991, 0.154], [-0.735, 0.202, 2.020], [1.595, -0.029, -2.006], [1.287, 0.447, 0.871], [-1.259, 2.373, 0.788], [0.223, -2.077, -0.296]], "lowdin_charge": [-0.63, -0.23, 0.18, -0.11, -0.01, 0.10, 0.02, 0.07, 0.13, 0.05, 0.22, 0.21], "relative_energy_kj_mol": 402.2, "lumo_energy_ev": 0.40, "gap_ev": 10.65, "smiles": "[H]/N=C\\ON(O)C(=O)O", "homo_energy_ev": -10.25, "total_energy_ev": -13304.1914}

Record 2
{"formula": "C2H4N2O5", "method": "ωB97M-V/def2-TZVPD", "elements": ["C", "C", "N", "N", "O", "O", "O", "O", "O", "H", "H", "H", "H"], "positions_angstrom": [[-1.991, 1.654, -0.212], [0.777, -2.367, -0.079], [-0.831, 1.309, 0.362], [1.410, -1.263, 0.251], [-0.708, 0.490, 1.296], [1.904, -0.764, 1.231], [0.175, 2.103, 0.059], [1.097, -0.095, -0.981], [1.539, 1.040, -0.510], [-1.975, 2.527, -0.801], [-2.931, 1.181, 0.128], [0.594, -2.530, -1.153], [0.941, -3.284, 0.408]], "lowdin_charge": [0.15, 0.09, -0.41, -0.21, -0.01, 0.08, 0.03, -0.06, 0.00, 0.07, 0.11, 0.09, 0.07], "relative_energy_kj_mol": 1180.1, "lumo_energy_ev": [-1.07, -1.81], "gap_ev": [8.45, 7.50], "homo_energy_ev": [-9.52, -9.31], "total_energy_ev": -15343.1157}

Record 3
{"formula": "C2H4N2OP2", "method": "ωB97M-V/def2-TZVPD", "elements": ["C", "C", "N", "N", "O", "P", "P", "H", "H", "H", "H"], "positions_angstrom": [[0.796, 0.097, 1.434], [-0.806, -0.284, -1.141], [-0.908, -1.092, -0.332], [0.437, 1.066, 0.903], [0.205, 1.989, 0.179], [0.576, -1.384, 2.354], [-0.397, 1.063, -2.203], [1.922, -1.501, 2.717], [0.732, -2.217, 1.243], [-1.528, 1.789, -1.845], [-1.029, 0.473, -3.309]], "lowdin_charge": [-0.38, -0.56, 0.07, -0.21, -0.10, 0.80, 0.82, -0.12, -0.12, -0.08, -0.11], "relative_energy_kj_mol": 341.6, "lumo_energy_ev": 0.75, "gap_ev": 10.11, "smiles": "O=NC#[PH2].N#CP", "homo_energy_ev": -9.36, "total_energy_ev": -25739.7544}

Record 4
{"formula": "C2H4N2OS", "method": "ωB97M-V/def2-TZVPD", "elements": ["C", "C", "N", "N", "O", "S", "H", "H", "H", "H"], "positions_angstrom": [[-0.749, 0.371, -0.116], [0.192, -0.791, 0.096], [-1.935, -1.686, 0.104], [-2.062, -0.423, 0.035], [-0.450, -2.024, -0.139], [-3.361, 0.570, 0.025], [-0.716, 1.155, 0.616], [-0.902, 0.796, -1.195], [0.895, -0.799, -0.697], [0.407, -0.626, 1.188]], "lowdin_charge": [-0.17, -0.23, 0.14, -0.71, -0.10, 0.57, 0.09, 0.14, 0.12, 0.14], "relative_energy_kj_mol": 506.5, "lumo_energy_ev": [-0.43, -0.43], "gap_ev": [8.44, 8.44], "smiles": "[S-][N+]1=NOCC1", "homo_energy_ev": [-8.87, -8.87], "total_energy_ev": -17997.4093}

Record 5
{"formula": "C2H4N2OS", "method": "ωB97M-V/def2-TZVPD", "elements": ["C", "C", "H", "H", "H", "H", "N", "N", "O", "S"], "positions_angstrom": [[-0.231, 0.045, -0.124], [1.093, -0.638, -0.011], [0.614, 1.939, -0.087], [-0.947, 2.041, -0.239], [-2.142, -0.258, -0.052], [-0.244, -1.884, -0.012], [-0.150, 1.366, 0.371], [-1.328, -0.703, -0.086], [0.765, -1.961, 0.250], [2.570, 0.054, -0.010]], "lowdin_charge": [-0.44, -0.81, 0.06, 0.19, 0.01, 0.08, 0.05, 0.15, -0.04, 0.74], "relative_energy_kj_mol": 273.5, "lumo_energy_ev": -0.95, "gap_ev": 8.35, "smiles": "[H]/N=C(\\N)C(O)=S", "homo_energy_ev": -9.30, "total_energy_ev": -17999.8245}

Record 6
{"formula": "C2H4N2OS", "method": "ωB97M-V/def2-TZVPD", "elements": ["C", "C", "N", "N", "O", "S", "H", "H", "H", "H"], "positions_angstrom": [[1.538, 0.361, -0.051], [-0.874, 0.660, -0.008], [2.156, -1.955, 0.272], [1.196, -1.284, 0.065], [0.494, 1.185, -0.050], [3.047, 0.808, -0.055], [-1.568, 1.368, 0.320], [-1.078, -0.306, 0.547], [-1.072, 0.305, -1.052], [3.098, -1.594, 0.022]], "lowdin_charge": [-0.84, -0.05, 0.01, -0.03, -0.14, 0.77, 0.06, 0.10, 0.10, 0.01], "relative_energy_kj_mol": 397.1, "lumo_energy_ev": -0.39, "gap_ev": 8.64, "smiles": "[H]/N=N\\C(=S)OC", "homo_energy_ev": -9.03, "total_energy_ev": -17998.5439}

Record 7
{"formula": "C2H4N2OS", "method": "ωB97M-V/def2-TZVPD", "elements": ["C", "C", "H", "H", "H", "H", "N", "N", "O", "S"], "positions_angstrom": [[1.432, 0.298, 0.297], [-1.804, -0.066, -0.409], [1.314, -0.695, -1.355], [2.190, 1.000, 0.909], [-0.316, 0.518, 1.665], [-2.460, -0.578, -1.161], [1.866, -0.017, -0.913], [0.232, -0.239, 0.994], [-1.810, 1.137, -0.104], [-0.644, -1.358, 0.077]], "lowdin_charge": [-0.32, -0.53, -0.05, 0.14, 0.17, 0.08, 0.04, -0.43, -0.04, 0.93], "relative_energy_kj_mol": 303.5, "lumo_energy_ev": 0.20, "gap_ev": 9.73, "smiles": "[H]/N=C\\NSC=O", "homo_energy_ev": -9.53, "total_energy_ev": -17999.5134}

Record 8
{"formula": "C2H4N2OS", "method": "ωB97M-V/def2-TZVPD", "elements": ["C", "C", "N", "N", "O", "S", "H", "H", "H", "H"], "positions_angstrom": [[0.555, 0.659, 0.518], [-1.350, 0.620, -0.952], [1.575, -1.953, 0.614], [0.719, -1.399, 0.100], [-0.458, 1.238, 0.066], [1.613, 0.988, 1.620], [-2.399, 0.870, -0.615], [-1.344, -0.419, -0.852], [-1.079, 0.928, -1.915], [2.167, -1.532, 1.417]], "lowdin_charge": [-0.84, 0.01, -0.03, -0.02, -0.12, 0.72, 0.12, 0.04, 0.08, 0.05], "relative_energy_kj_mol": 481.6, "lumo_energy_ev": [0.33, 0.33], "gap_ev": [7.86, 7.86], "homo_energy_ev": [-7.53, -7.52], "total_energy_ev": -17997.6675}

Record 9
{"formula": "C2H4N2OS", "method": "ωB97M-V/def2-TZVPD", "elements": ["C", "C", "H", "H", "H", "H", "N", "N", "O", "S"], "positions_angstrom": [[-0.176, -0.501, -0.317], [0.733, 0.671, -0.566], [-0.671, -3.472, -0.736], [-1.295, -0.048, 0.264], [1.573, 0.639, -1.199], [0.618, 2.848, 2.251], [-0.020, -1.616, -0.902], [0.726, 1.764, 0.125], [-1.381, -2.137, -0.678], [-0.107, 1.852, 1.760]], "lowdin_charge": [-0.22, -0.27, 0.33, 0.18, 0.09, -0.18, -0.05, -0.30, -0.23, 0.65], "relative_energy_kj_mol": 804.7, "lumo_energy_ev": -0.81, "gap_ev": 8.50, "homo_energy_ev": -9.31, "total_energy_ev": -17994.3192}

Record 10
{"formula": "C2H4N2OS", "method": "ωB97M-V/def2-TZVPD", "elements": ["C", "C", "N", "N", "O", "S", "H", "H", "H", "H"], "positions_angstrom": [[-1.776, 0.922, -0.606], [-1.814, 1.087, 0.839], [-1.886, -0.370, -0.983], [-1.902, -0.038, 1.483], [1.159, -1.583, -0.797], [-2.034, -1.239, 0.417], [-1.565, 1.666, -1.367], [-1.539, 1.964, 1.391], [0.396, -1.208, -1.119], [1.094, -2.480, -0.995]], "lowdin_charge": [-0.22, -0.26, -0.30, -0.30, -0.01, 0.95, 0.10, 0.10, -0.06, 0.01], "relative_energy_kj_mol": 151.7, "lumo_energy_ev": 0.15, "gap_ev": 10.22, "homo_energy_ev": -10.06, "total_energy_ev": -18001.0870}

Record 11
{"formula": "C2H4N2OS2", "method": "ωB97M-V/def2-TZVPD", "elements": ["C", "C", "H", "H", "H", "H", "N", "N", "O", "S", "S"], "positions_angstrom": [[0.673, 0.171, 0.195], [-0.809, -0.217, 0.407], [0.350, 3.593, -0.771], [-0.930, 1.555, -1.573], [1.863, 1.478, -1.172], [-2.548, -0.011, 1.474], [-0.247, 2.134, -0.343], [0.987, 1.479, -0.137], [-1.516, 0.209, 1.537], [1.916, -1.020, 0.205], [-1.352, -1.061, -0.862]], "lowdin_charge": [-0.87, -0.89, 0.24, 0.19, 0.27, 0.18, -0.13, -0.25, -0.04, 0.56, 0.75], "relative_energy_kj_mol": 833.5, "lumo_energy_ev": -1.02, "gap_ev": 7.56, "homo_energy_ev": -8.59, "total_energy_ev": -28828.4441}

Record 12
{"formula": "C2H4N2OS2", "method": "ωB97M-V/def2-TZVPD", "elements": ["C", "C", "H", "H", "H", "H", "N", "N", "O", "S", "S"], "positions_angstrom": [[1.077, -0.058, -0.036], [-1.336, 0.139, -0.193], [2.088, 1.693, -0.074], [0.435, 1.839, 0.568], [-1.358, -2.028, 0.275], [-1.105, 1.184, -0.396], [1.149, 1.277, 0.094], [-0.180, -0.592, -0.028], [-0.301, -1.971, 0.234], [2.397, -1.021, -0.257], [-2.865, -0.463, -0.186]], "lowdin_charge": [-0.91, -0.62, 0.12, 0.11, 0.07, 0.07, 0.07, -0.23, -0.06, 0.68, 0.70], "relative_energy_kj_mol": 197.0, "lumo_energy_ev": -0.83, "gap_ev": 7.99, "smiles": "NC(=S)N(O)C=S", "homo_energy_ev": -8.82, "total_energy_ev": -28835.0410}